Record 1
# C10H27ClILuO2P2

C10H27ClILuO2P2 as an isolated structure (ωB97M-V/def2-TZVPD, the Open Molecules 2025 dataset).

The calculation puts the frontier orbital gap at 6.7 eV. As for the total energy: -87712.6380 eV. As for the molar mass: 578.596 g/mol. The value obtained for the LUMO energy is -7.809 eV. The HOMO energy comes out at -14.53 eV. As for the total charge: +2.

Element x y z (Å)
C  4.56545  2.04201  -3.29588
C  3.37640  1.53614  -4.00440
H  5.31970  2.40684  -4.02943
H  4.96048  1.21623  -2.66832
H  4.25062  2.84014  -2.59254
O  2.60108  1.31923  -4.80151
I  2.49170  1.19695  -0.19652
Lu  0.14638  -0.10367  0.08778
P  -1.02366  2.56518  0.59956
C  -2.75184  2.65481  -0.00036
C  -1.23171  3.17576  2.31949
H  -1.45751  4.25310  2.32424
H  -0.68687  4.97453  0.23090
H  -0.29386  2.98439  2.85581
H  0.82316  4.01490  0.04769
H  -3.34708  1.86051  0.47970
H  -2.03935  2.61861  2.81303
C  -0.25194  4.04639  -0.16540
H  -3.18721  3.64113  0.23405
H  -0.39434  3.99779  -1.25171
H  -2.75148  2.49944  -1.09035
P  1.19066  -2.70349  0.28599
C  0.00383  -3.89587  -0.41320
C  2.73501  -3.06211  -0.62798
H  2.08613  -2.74190  2.51543
H  2.15870  -4.38484  1.77526
H  0.60325  -3.73179  2.41046
C  1.54680  -3.47935  1.90621
H  3.46011  -2.28497  -0.35234
H  3.13896  -4.05733  -0.38924
H  0.42091  -4.90601  -0.26948
H  -0.12483  -3.67960  -1.48442
H  2.52725  -2.98657  -1.70371
H  -0.97148  -3.80036  0.09312
Cl  0.57841  0.00943  2.54909
C  -3.91480  -0.89425  1.02336
C  -2.64533  -1.60401  0.70002
O  -1.93662  -0.80815  -0.25015
H  -3.75940  0.04011  1.58137
H  -4.51213  -1.56476  1.62953
H  -4.46267  -0.67734  0.08789
H  -2.02162  -1.79119  1.62470
H  -2.72799  -2.55674  0.18295
H  -2.49128  -0.17932  -0.77068

Atomic partial charges in e from the Löwdin method, atoms 1 to 4: 0.026, 0.026, 0.150, 0.118


Record 2
# C22H27NO2P2Sn

C22H27NO2P2Sn as an isolated structure (ωB97M-V/def2-TZVPD, the Open Molecules 2025 dataset).

The calculation puts the frontier orbital gap (alpha / beta) at 4.8 / 4.8 eV. As for the total energy: -53226.1611 eV. As for the molar mass: 518.122 g/mol. The value obtained for the LUMO energy (alpha / beta) is -8.156 / -8.156 eV. The HOMO energy (alpha / beta) comes out at -12.92 / -12.92 eV. As for the total charge: +2.

Element x y z (Å)
C  -1.88872  2.56859  -2.31447
C  -1.46625  1.31606  -1.89185
C  -0.10398  0.94178  -2.22001
C  0.91347  1.97460  -2.35288
C  0.44111  3.32418  -2.43275
C  -0.92859  3.57201  -2.54214
C  2.28132  1.57917  -2.30571
C  2.57715  0.20235  -2.03928
C  1.46708  -0.71452  -1.92423
C  1.66488  -2.03667  -1.37502
C  2.94360  -2.56317  -1.48348
C  4.04332  -1.69692  -1.67638
C  3.87589  -0.32500  -1.81463
H  -2.96461  2.76673  -2.39729
H  1.15310  4.15865  -2.37033
H  -1.28448  4.55906  -2.83236
H  3.04426  2.35219  -2.10745
H  3.08549  -3.64515  -1.38205
H  5.03804  -2.13674  -1.72280
H  4.73485  0.34856  -1.75472
N  0.25925  -0.33696  -2.33401
Sn  -0.44637  -0.22507  2.16046
C  -2.45614  0.39577  -1.15884
H  -2.45566  -0.64797  -1.50947
H  -3.46614  0.79679  -1.34846
C  0.54624  -2.86670  -0.74230
H  -0.37308  -2.90992  -1.33800
H  0.90201  -3.90726  -0.66801
P  -2.37991  0.43470  0.71122
P  0.12251  -2.43556  1.02762
C  1.47923  -3.27672  1.88775
H  1.36013  -3.19047  2.97151
H  1.44498  -4.33654  1.60254
H  2.45182  -2.85889  1.59446
C  -1.33220  -3.45953  1.33836
H  -0.99942  -4.50285  1.33177
H  -1.76689  -3.21858  2.31080
H  -2.07398  -3.30024  0.54925
C  -2.89475  2.13075  1.06330
H  -3.83772  2.31194  0.53447
H  -3.05897  2.28466  2.13324
H  -2.16223  2.86880  0.71885
C  -3.72233  -0.61693  1.29041
H  -3.68204  -0.71575  2.37958
H  -4.65316  -0.12414  0.99202
H  -3.65224  -1.60333  0.82287
C  -0.63576  -0.61153  4.32981
O  -0.96671  -0.92691  5.38931
H  0.92276  0.92365  2.18728
C  1.17822  3.23535  1.63276
C  1.76494  1.90223  1.95509
O  2.89219  1.60250  2.23820
H  0.60868  3.27250  0.68640
H  1.97854  3.99372  1.72758
H  0.47727  3.37274  2.47202

Atomic partial charges in e from the Löwdin method, atoms 1 to 4: -0.033, -0.202, -0.182, -0.141


Record 3
# C10H8O3

One molecule with the formula C10H8O3 (ωB97M-V/def2-TZVPD, the Open Molecules 2025 dataset).

The calculation puts the frontier orbital gap (alpha / beta) at 6.5 / 6.5 eV. As for the total energy: -16638.7050 eV. As for the molar mass: 176.171 g/mol. The value obtained for the LUMO energy (alpha / beta) is -0.968 / -0.968 eV. Its SMILES is CC(=O)/C(O)=c1/ccccc1=C=O. The HOMO energy (alpha / beta) comes out at -7.45 / -7.44 eV. As for the total charge: 0.

Element x y z (Å)
C  -2.58472  0.85818  -0.51513
C  -1.94803  1.45321  -1.70152
C  -1.81252  0.03689  0.29244
C  -0.74153  1.14499  -2.05120
C  -0.44697  -0.30017  0.08189
C  0.06217  0.25497  -1.22814
C  0.18516  -1.09351  1.01122
C  1.12376  0.18339  -1.99371
C  1.52649  -1.32201  1.51802
C  2.71206  -0.51836  0.99752
O  -0.75198  -1.77926  1.81468
O  1.80899  0.06437  -2.93546
O  1.68069  -2.19664  2.42866
H  -3.51897  1.26943  -0.26905
H  -2.60792  2.14276  -2.20725
H  -2.29737  -0.28711  1.17396
H  -0.36009  1.54735  -2.93818
H  3.36295  -1.22402  0.58944
H  3.34603  -0.14048  1.80789
H  2.49420  0.21627  0.14136
H  -0.28387  -2.21059  2.61312

Atomic partial charges in e from the Löwdin method, atoms 1 to 4: -0.005, -0.089, -0.017, -0.075


Record 4
# C23H22N2O2

C23H22N2O2 as an isolated structure (ωB97M-V/def2-TZVPD, the Open Molecules 2025 dataset).

The calculation puts the frontier orbital gap at 6.5 eV. As for the total energy: -31281.6272 eV. As for the molar mass: 358.441 g/mol. The value obtained for the LUMO energy is -0.514 eV. The HOMO energy comes out at -7.01 eV. As for the total charge: 0.

Element x y z (Å)
C  0.02909  -4.28427  -1.12264
N  0.09733  -2.83183  -0.93403
C  -1.09978  -2.14214  -0.94085
C  -2.31720  -2.83881  -1.07014
C  -3.53393  -2.16037  -1.06741
C  -3.54401  -0.75883  -1.01202
C  -2.35031  -0.05344  -0.94311
C  -1.09930  -0.71143  -0.84518
C  0.10556  -0.01779  -0.60957
C  1.32093  -0.74270  -0.75785
C  1.30998  -2.16605  -0.94963
C  2.52535  -2.84459  -1.19334
C  3.73660  -2.15763  -1.21932
C  3.74965  -0.75947  -1.03946
C  2.56271  -0.07704  -0.78220
H  1.01600  -4.74795  -1.02519
H  -0.65812  -4.74932  -0.38707
H  -0.35764  -4.50874  -2.13826
H  -2.31902  -3.91497  -1.20371
H  -4.46499  -2.72233  -1.14851
H  -4.50548  -0.23479  -1.00656
H  -2.38005  1.03351  -0.93871
H  0.12130  1.05165  -0.93265
H  2.54136  -3.91291  -1.40894
H  4.66349  -2.70328  -1.41551
H  4.70189  -0.22581  -1.08161
H  2.59677  0.99622  -0.59723
C  3.39423  4.57496  0.18816
C  1.90664  4.33695  0.20553
O  1.68871  2.90980  0.47637
C  0.37285  2.67242  0.70636
C  0.04938  1.23193  0.99171
C  -1.15070  0.96436  1.75998
C  -2.24532  1.88673  1.80751
C  -3.49608  1.41906  2.24907
N  -3.68425  0.16912  2.67126
C  -2.64193  -0.65872  2.77269
C  -1.35069  -0.31830  2.34570
O  -0.44293  3.58157  0.52765
H  3.60235  5.48417  -0.38769
H  3.73752  4.79945  1.21271
H  3.95142  3.73198  -0.24612
H  1.41894  4.95025  0.99145
H  1.43513  4.60539  -0.75638
H  0.92724  0.61698  1.19633
H  -2.15666  2.88066  1.36070
H  -4.36684  2.08536  2.19994
H  -2.84217  -1.66104  3.15320
H  -0.55501  -1.07798  2.34456

Atomic partial charges in e from the Löwdin method, atoms 1 to 4: -0.032, -0.051, -0.133, -0.027


Record 5
# C3H2LuO4

C3H2LuO4 as an isolated structure (ωB97M-V/def2-TZVPD, the Open Molecules 2025 dataset).

The calculation puts the frontier orbital gap at 5.2 eV. As for the total energy: -44947.1446 eV. As for the molar mass: 277.012 g/mol. The value obtained for the LUMO energy is -5.990 eV. The HOMO energy comes out at -11.23 eV. As for the total charge: +1.

Element x y z (Å)
O  2.89739  -0.07828  0.07932
C  4.05088  0.05619  -0.03191
O  5.18764  0.16514  -0.12851
O  -0.97537  1.32538  0.07641
C  -2.15895  0.67395  -0.03568
C  -2.21066  -0.68032  -0.03555
O  -1.07936  -1.41996  0.05982
Lu  0.52971  -0.10760  0.24025
H  -3.07280  1.27684  -0.11343
H  -3.16849  -1.21134  -0.11072

Atomic partial charges in e from the Löwdin method, atoms 1 to 4: 0.048, -0.317, 0.340, -0.353


Record 6
# C31H72F3N8O9STl

C31H72F3N8O9STl as an isolated structure (ωB97M-V/def2-TZVPD, the Open Molecules 2025 dataset).

The calculation puts the frontier orbital gap at 1.1 eV. As for the total energy: -87319.1891 eV. As for the molar mass: 994.408 g/mol. The value obtained for the LUMO energy is -10.626 eV. The HOMO energy comes out at -11.68 eV. As for the total charge: +2.

Element x y z (Å)
Tl  -7.24704  -6.10736  4.24278
C  -2.64454  0.65325  0.33645
F  -3.82881  0.70052  -0.31095
F  -1.67019  1.40707  -0.23923
F  -2.84112  1.07251  1.57399
S  -2.09043  -1.25257  0.37311
O  -1.75067  -1.59238  -1.05299
O  -0.92823  -1.41302  1.30224
O  -3.23141  -1.90672  0.91146
C  -2.74902  9.35692  -1.01710
C  -4.10690  8.82114  -0.25171
N  -4.51341  9.71122  0.81465
C  -4.71443  11.08085  0.42958
C  -5.77820  11.23634  -0.59233
C  -3.60242  9.74452  1.99605
C  -3.26319  8.52098  2.72900
H  -1.99548  9.38665  -0.23009
H  -2.79213  10.33547  -1.49531
H  -2.36183  8.66537  -1.76539
H  -4.86769  8.62171  -1.00639
H  -3.96791  7.83258  0.18595
H  -4.81051  11.77523  1.26426
H  -3.86841  11.59292  -0.02881
H  -6.64578  10.72716  -0.17264
H  -6.06063  12.28155  -0.71831
H  -5.62249  10.82670  -1.59035
H  -4.02655  10.39872  2.75778
H  -2.68775  10.24688  1.68124
H  -4.18024  7.95026  2.87539
H  -2.83132  8.65303  3.72104
H  -2.51644  7.89623  2.23894
C  5.57730  3.97130  1.31845
C  6.15819  3.19800  2.52136
N  7.47810  2.68236  2.12527
C  8.66945  3.60630  2.02243
C  9.96087  2.93102  1.50653
C  7.66302  1.53670  2.99307
C  8.07994  1.91744  4.36639
H  6.33804  4.68085  0.99301
H  4.73505  4.46385  1.80433
H  5.35164  3.42376  0.40336
H  6.25737  3.96635  3.28811
H  5.46881  2.43748  2.88806
H  8.52062  4.27667  1.17593
H  8.83933  4.25041  2.88520
H  10.38072  2.45645  2.39345
H  9.81259  2.18236  0.72832
H  10.67850  3.71408  1.26173
H  8.30934  0.87406  2.41748
H  6.69866  1.04821  3.13263
H  9.03569  2.43562  4.44466
H  8.19180  1.02796  4.98642
H  7.30015  2.54981  4.79082
C  -4.05913  0.83497  8.98653
C  -3.32682  -0.18394  8.14030
O  -3.95544  -0.92559  7.41803
N  -1.98538  -0.21270  8.10185
C  -1.08576  0.50190  8.89375
H  -3.47590  1.48656  9.63720
H  -4.82228  0.32237  9.57213
H  -4.72731  1.45072  8.38446
H  -1.50581  -0.69738  7.35674
H  -1.05999  1.54485  8.57804
H  -0.09537  0.20387  8.54967
H  -1.05023  0.58999  9.97961
C  1.51862  -7.02664  7.51760
C  1.09912  -6.73351  6.10650
O  -0.05605  -6.59181  5.85737
N  2.00307  -6.65621  5.14943
C  3.44077  -6.95444  5.17657
H  0.93536  -7.85721  7.91517
H  1.42782  -6.13778  8.14193
H  2.55061  -7.37611  7.54901
H  1.77349  -6.35153  4.21425
H  3.76124  -7.70962  5.89428
H  4.04375  -6.04860  5.11361
H  3.53450  -7.27114  4.13782
C  -11.21999  -6.72061  -3.30935
C  -9.84422  -6.22666  -3.03627
O  -9.42147  -6.29415  -1.94481
N  -9.16329  -5.70766  -4.01817
C  -7.78842  -5.18628  -3.92914
H  -11.69861  -7.10741  -2.40969
H  -11.07607  -7.49983  -4.05783
H  -11.76833  -5.96962  -3.87807
H  -9.50555  -5.92196  -4.94393
H  -7.84572  -4.09919  -3.87399
H  -7.20892  -5.40596  -4.82581
H  -7.18117  -5.55677  -3.10325
C  7.36073  2.15147  -5.39825
C  6.50181  0.89859  -5.12460
O  5.90615  0.40272  -6.10993
N  6.29299  0.47484  -3.89250
C  5.29178  -0.51195  -3.48816
H  8.43232  2.03184  -5.55783
H  7.27594  2.79757  -4.52447
H  6.84473  2.71402  -6.17631
H  6.70350  1.12971  -3.24231
H  4.86802  -0.20702  -2.53133
H  6.05161  -1.24741  -3.22382
H  4.57621  -1.05436  -4.10609
C  -2.45027  -11.57126  -1.01621
C  -2.50639  -10.07336  -1.01966
O  -3.48691  -9.56390  -0.48507
N  -1.65122  -9.29209  -1.65218
C  -1.05207  -9.44978  -3.02453
H  -2.29566  -12.11137  -1.95027
H  -3.36795  -11.99373  -0.60697
H  -1.57306  -11.92785  -0.47636
H  -1.75105  -8.29365  -1.53713
H  -1.41771  -10.38948  -3.43849
H  0.03416  -9.36260  -2.99963
H  -1.28298  -8.65970  -3.73907
C  0.45318  -1.33000  -9.21000
C  0.28250  -0.85997  -10.62314
O  -0.83745  -0.82715  -11.12596
N  1.44713  -0.51821  -11.23609
C  1.28609  -0.07898  -12.66507
H  1.23560  -2.08647  -9.14966
H  -0.43190  -1.78887  -8.76937
H  0.80007  -0.49226  -8.60504
H  2.34350  -0.36387  -10.79699
H  1.15055  -0.98996  -13.24803
H  2.12126  0.59273  -12.86358
H  0.37366  0.49207  -12.83673

Atomic partial charges in e from the Löwdin method, atoms 1 to 4: 0.998, -0.594, 0.126, 0.116


Record 7
# C2H5N5

One molecule with the formula C2H5N5 (ωB97M-V/def2-TZVPD, the Open Molecules 2025 dataset).

The calculation puts the frontier orbital gap at 9.7 eV. As for the total energy: -9603.5413 eV. As for the molar mass: 99.097 g/mol. The value obtained for the LUMO energy is 0.677 eV. Its SMILES is [H]/N=c1/ncn(N)[nH]1. The HOMO energy comes out at -8.99 eV. As for the total charge: 0.

Element x y z (Å)
C  -0.37606  -1.33682  0.37659
C  -0.88857  0.69753  0.86546
H  1.65460  -0.69376  -2.01422
H  2.14648  -0.33065  -0.47749
H  -0.28060  -2.43957  0.30346
H  -1.00249  2.54642  1.15105
H  -0.46533  1.30948  -0.98769
N  1.49851  -0.89639  -1.00035
N  0.21009  -0.58606  -0.64514
N  -1.07444  -0.66911  1.19000
N  -1.42751  1.65645  1.48913
N  0.00532  0.74246  -0.25082

Atomic partial charges in e from the Löwdin method, atoms 1 to 4: -0.150, -0.505, 0.104, 0.079


Record 8
# C17H18BClN6O2Sn

C17H18BClN6O2Sn as an isolated structure (ωB97M-V/def2-TZVPD, the Open Molecules 2025 dataset).

The calculation puts the frontier orbital gap (alpha / beta) at 3.4 / 4.7 eV. As for the total energy: -49967.9713 eV. As for the molar mass: 503.347 g/mol. The value obtained for the LUMO energy (alpha / beta) is -10.451 / -9.195 eV. The HOMO energy (alpha / beta) comes out at -13.88 / -13.88 eV. As for the total charge: +2.

Element x y z (Å)
C  -1.99248  2.14146  0.05107
N  -1.61563  0.95157  -0.48622
N  -2.69067  0.08001  -0.30754
C  -3.74354  0.77548  0.18267
C  -3.33339  2.06451  0.45320
B  -2.75561  -1.42382  -0.73582
N  -2.08369  -1.53601  -2.12060
N  -0.89154  -0.88570  -2.39141
C  -0.62478  -1.11289  -3.69071
C  -1.64820  -1.88092  -4.27335
C  -2.57562  -2.08982  -3.25709
Sn  0.27798  1.63151  -1.89183
N  -2.22770  -2.45958  0.34074
N  -0.91280  -2.47019  0.71985
C  -0.75205  -3.37399  1.68513
C  -1.99186  -4.03523  1.88800
C  -2.90065  -3.42652  1.01580
H  0.20178  -3.51265  2.19415
H  -3.94960  -3.60632  0.82397
H  -2.18431  -4.82404  2.57496
H  -3.91537  -1.73884  -0.84625
H  -3.55291  -2.55403  -3.25720
H  -4.70971  0.29599  0.28310
H  -1.70965  -2.20803  -5.29736
H  -3.93396  2.85218  0.87060
H  0.24180  -0.68781  -4.18923
H  -1.35291  3.02136  0.10772
H  1.00814  -0.36737  -1.24687
C  1.84532  -0.02769  -1.88607
H  1.89504  -0.69345  -2.74780
H  1.95238  1.07656  -2.27683
H  2.72276  -0.10948  -1.21993
Cl  6.49086  3.32777  3.46930
C  4.97686  2.77000  2.88550
C  4.10012  3.66461  2.25634
C  2.90531  3.19810  1.71381
C  2.61608  1.83883  1.75325
C  3.42290  0.96274  2.48881
C  4.62832  1.41841  3.03223
C  1.52621  1.32195  0.86872
O  1.23858  2.14045  -0.13746
O  1.00867  0.22029  1.05108
H  4.34996  4.71835  2.19816
H  2.24456  3.87462  1.19668
H  3.12241  -0.07083  2.55945
H  5.27259  0.74850  3.59528

Atomic partial charges in e from the Löwdin method, atoms 1 to 4: -0.170, -0.073, 0.000, -0.050